P | DFT (ωB97M-V with the def2-TZVPD basis set) results for 2 unconnected molecules or ions with the total composition C5H11FN.

Calculated values
- charge = +1
- 2S+1 = 1
- gap between HOMO and LUMO (eV) = 8.26

CARTESIAN COORDINATES (ANGSTROEM)
C: 1.3322 0.2134 0.7063
C: 1.2669 -0.1898 -0.7839
C: -0.0632 -0.1611 1.2733
C: 0.1211 -1.2317 -0.7743
C: -1.6144 1.5301 -0.5496
N: -0.7922 -0.6300 0.1404
F: -2.0228 -1.3059 0.2889
H: 2.2248 -0.2883 1.2132
H: 1.4596 1.3263 0.8165
H: 0.8656 0.6542 -1.2214
H: 2.0742 -0.6472 -1.2480
H: 0.2063 -0.8696 2.0552
H: -0.4338 0.7484 1.7585
H: -0.3208 -1.5153 -1.6955
H: 0.6435 -2.1491 -0.3014
H: -1.1765 1.4956 -1.5586
H: -2.4664 0.9987 -0.4859
H: -1.3042 2.0213 0.3661

Q | DFT (ωB97M-V with the def2-TZVPD basis set) results for 2 unconnected molecules or ions with the total composition C5H11FN.

Calculated values
- charge = +1
- 2S+1 = 1
- gap between HOMO and LUMO (eV) = 7.27

CARTESIAN COORDINATES (ANGSTROEM)
C: 0.5332 -1.3280 -1.3433
C: -0.2609 0.6191 1.7312
C: 0.9123 -2.1426 -2.4612
C: 0.2876 2.9760 1.3551
C: -0.6491 1.9014 1.8179
N: -0.7367 -1.7044 -0.6973
F: -0.9214 -0.5331 2.1436
H: 0.6468 0.2952 1.2061
H: 2.0315 -2.1345 -2.5714
H: 0.5503 -3.1798 -2.4444
H: 0.6716 -1.5847 -3.3519
H: 1.1044 2.4456 0.7406
H: -0.4123 3.6276 0.7938
H: 0.7286 3.6144 2.1497
H: -1.5371 2.2128 2.5540
H: -0.9347 -2.7311 -0.9561
H: -1.3083 -0.8362 -1.0347
H: -0.7057 -1.5176 0.3682

Most stable structure: Q

P | DFT (ωB97M-V with the def2-TZVPD basis set) results for C26H26N4O3S in the gas phase.

Calculated values
- SMILES string = Cc1cccc(N2CCN(C(=O)Cc3ccc(-n4c(=O)[nH]c5ccsc5c4=O)cc3)C[C@@H]2C)c1
- 2S+1 = 1
- gap between HOMO and LUMO (eV) = 7.63

CARTESIAN COORDINATES (ANGSTROEM)
C: -3.2408 -4.7536 0.3685
C: -3.9549 -3.4614 0.1025
C: -3.2489 -2.2769 -0.0066
C: -3.8894 -1.0559 -0.2534
C: -5.2808 -1.0703 -0.3935
C: -5.9848 -2.2557 -0.2948
C: -5.3373 -3.4498 -0.0456
H: -5.8966 -4.3701 0.0337
H: -7.0597 -2.2396 -0.4057
H: -5.8295 -0.1588 -0.5660
N: -3.1567 0.1085 -0.3818
C: -3.8109 1.3410 -0.7575
C: -2.7881 2.3706 -1.2090
N: -1.8295 2.6519 -0.1525
C: -1.1326 3.8045 -0.2361
O: -1.3123 4.5860 -1.1520
C: -0.0917 4.0723 0.8491
C: 1.0558 3.1114 0.7113
C: 1.5411 2.4018 1.8036
C: 2.5342 1.4536 1.6438
C: 3.0456 1.2089 0.3805
C: 2.6070 1.9394 -0.7119
C: 1.6185 2.8891 -0.5409
H: 1.2617 3.4551 -1.3883
H: 3.0313 1.7560 -1.6868
N: 4.0179 0.1696 0.2017
C: 3.5430 -1.1188 0.3616
O: 2.3887 -1.3689 0.6224
N: 4.4736 -2.1187 0.1974
C: 5.7822 -1.8718 -0.1188
C: 6.2078 -0.5680 -0.2800
C: 5.3252 0.5631 -0.1253
O: 5.6213 1.7287 -0.2414
S: 7.8888 -0.4935 -0.6725
C: 7.9933 -2.2048 -0.6155
C: 6.8148 -2.8152 -0.3132
H: 6.6838 -3.8785 -0.2323
H: 8.9350 -2.6781 -0.8112
H: 4.1406 -3.0662 0.3056
H: 2.8968 0.8904 2.4901
H: 1.1360 2.5849 2.7890
H: 0.2584 5.0949 0.6904
H: -0.5416 4.0084 1.8408
C: -1.7300 1.6453 0.8781
H: -0.7622 1.7028 1.3710
H: -2.5179 1.7983 1.6293
C: -1.8681 0.2415 0.2754
H: -1.8356 -0.4692 1.1109
C: -0.6915 -0.0583 -0.6646
H: -0.9328 -0.9036 -1.3029
H: 0.1990 -0.3009 -0.0890
H: -0.4669 0.7954 -1.2974
H: -2.2628 2.0027 -2.0980
H: -3.2823 3.3077 -1.4809
H: -4.4116 1.7556 0.0687
H: -4.4807 1.1424 -1.5982
H: -2.1753 -2.3129 0.0904
H: -3.4098 -5.4541 -0.4486
H: -3.6172 -5.2130 1.2819
H: -2.1705 -4.5950 0.4743

Q | DFT (ωB97M-V with the def2-TZVPD basis set) results for C26H26N4O3S in the gas phase.

Calculated values
- SMILES string = Cc1ccc(-c2nnc(Nc3ccccc3)c3ccccc23)cc1S(=O)(=O)NC[C@H]1CCCO1
- 2S+1 = 1
- gap between HOMO and LUMO (eV) = 7.83

CARTESIAN COORDINATES (ANGSTROEM)
C: -5.0343 -1.4918 -1.1022
C: -3.5663 -1.4195 -0.8357
C: -3.0403 -0.6483 0.1933
C: -1.6842 -0.5758 0.4244
C: -0.7935 -1.2762 -0.3830
C: -1.3036 -2.0504 -1.4220
C: -2.6671 -2.1174 -1.6377
H: -3.0471 -2.7200 -2.4503
H: -0.6282 -2.5829 -2.0768
C: 0.6545 -1.1372 -0.1708
N: 1.1076 0.0883 -0.1252
N: 2.3855 0.3539 -0.0041
C: 3.2871 -0.6046 0.0669
N: 4.6026 -0.2729 0.1312
C: 5.2241 0.9723 0.1490
C: 6.6193 0.9821 0.1940
C: 7.3120 2.1762 0.2154
C: 6.6254 3.3789 0.1928
C: 5.2414 3.3715 0.1489
C: 4.5355 2.1826 0.1270
H: 3.4597 2.1738 0.0932
H: 4.6989 4.3049 0.1323
H: 7.1667 4.3126 0.2099
H: 8.3915 2.1667 0.2503
H: 7.1619 0.0458 0.2123
H: 5.2488 -1.0484 0.1653
C: 2.9072 -1.9993 0.0878
C: 3.7928 -3.0783 0.2449
C: 3.3206 -4.3653 0.2943
C: 1.9490 -4.6233 0.2098
C: 1.0606 -3.5919 0.0578
C: 1.5220 -2.2668 -0.0264
H: -0.0010 -3.7805 0.0161
H: 1.5946 -5.6412 0.2734
H: 4.0108 -5.1872 0.4135
H: 4.8567 -2.9135 0.3395
H: -1.3239 0.0196 1.2476
S: -4.1020 0.2252 1.3565
O: -5.0545 -0.7294 1.8523
O: -3.2819 0.9117 2.3123
N: -4.9911 1.3828 0.5478
H: -5.3715 1.0213 -0.3121
C: -4.4481 2.7091 0.4137
H: -4.0353 2.9669 1.3898
H: -5.2812 3.3821 0.1929
C: -3.3512 2.8445 -0.6642
H: -3.5427 3.7464 -1.2713
C: -1.9216 2.8942 -0.1119
H: -1.6376 3.9049 0.1722
H: -1.8558 2.2511 0.7641
C: -1.0813 2.3434 -1.2693
H: -0.3305 1.6374 -0.9182
C: -2.1223 1.6643 -2.1807
H: -2.2066 2.1958 -3.1395
O: -3.3715 1.7086 -1.5144
H: -1.8993 0.6151 -2.3801
H: -0.5789 3.1466 -1.8070
H: -5.5890 -1.4266 -0.1697
H: -5.2839 -2.4224 -1.6079
H: -5.3301 -0.6681 -1.7537

Most stable structure: P

P | DFT (ωB97M-V with the def2-TZVPD basis set) results for a molecular structure, C40H26F9MoN3O2PS.

Calculated values
- charge = +3
- 2S+1 = 1
- gap between HOMO and LUMO (eV) = 5.14

CARTESIAN COORDINATES (ANGSTROEM)
Mo: 0.6404 0.2750 1.2466
O: 0.2578 -1.1372 2.3140
C: -0.3407 -1.5079 3.4892
C: -0.1927 -2.8024 3.9366
C: -0.7945 -3.1371 5.1491
C: -1.5101 -2.1990 5.8846
C: -1.6412 -0.9015 5.4208
C: -1.0530 -0.5285 4.2036
C: -1.1825 0.8128 3.7303
N: -0.6551 1.2615 2.6267
N: -0.9748 2.5750 2.3232
C: -0.5021 2.9085 1.1799
O: 0.1985 1.9208 0.5104
C: -0.5939 4.2056 0.5488
C: -1.0427 5.2917 1.3107
C: -1.1734 6.5308 0.7136
C: -0.8633 6.6904 -0.6329
C: -0.4183 5.6121 -1.3918
C: -0.2829 4.3690 -0.8053
H: 0.3690 -3.5294 3.3675
H: -0.6978 -4.1481 5.5223
H: -1.9620 -2.4831 6.8247
H: -2.1891 -0.1653 5.9956
H: -1.7818 1.5187 4.2988
H: -1.2807 5.1613 2.3574
H: -1.5165 7.3756 1.2943
H: -0.9686 7.6628 -1.0952
H: -0.1804 5.7498 -2.4376
H: 0.0521 3.5281 -1.3966
S: 2.2397 1.2823 2.6070
C: 3.3638 0.6715 1.4079
C: 4.7262 0.8529 1.3134
C: 5.3825 0.1672 0.3014
C: 4.6670 -0.6666 -0.5588
C: 3.3038 -0.7727 -0.4177
N: 2.6494 -0.0910 0.5494
H: 5.2514 1.4878 2.0135
H: 6.4546 0.2688 0.1896
H: 5.1693 -1.2291 -1.3328
H: 2.7221 -1.4050 -1.0705
F: -0.2132 -7.4366 -1.7157
C: -0.5003 -6.8942 -0.5326
F: 0.3181 -7.4129 0.3834
F: -1.7538 -7.2178 -0.2130
C: -0.3537 -5.3841 -0.6083
C: -1.2923 -4.6645 -1.3383
C: -1.1839 -3.2893 -1.4322
C: -0.1226 -2.6410 -0.7884
C: 0.8196 -3.3683 -0.0597
C: 0.7029 -4.7464 0.0265
P: 0.0189 -0.8752 -0.9811
C: 0.8748 -0.3880 -2.4587
C: 1.1588 -1.3538 -3.4262
C: 1.8418 -0.9867 -4.5762
C: 2.2466 0.3279 -4.7419
C: 1.9727 1.2937 -3.7749
C: 1.2891 0.9392 -2.6295
C: 3.0436 0.7395 -5.9674
F: 4.3300 0.8867 -5.6274
F: 2.9629 -0.1709 -6.9298
F: 2.6032 1.9056 -6.4379
C: -1.5558 -0.0884 -0.7334
C: -1.9523 1.0630 -1.4288
C: -3.0665 1.7509 -1.0066
C: -3.7781 1.3154 0.1192
C: -3.4245 0.1594 0.7849
C: -2.3027 -0.5506 0.3662
C: -4.9418 2.1641 0.5972
F: -5.8368 2.3217 -0.3698
F: -4.4804 3.3720 0.9494
F: -5.5365 1.6198 1.6572
H: -2.1106 -5.1794 -1.8252
H: -1.9212 -2.7303 -1.9957
H: 1.6431 -2.8752 0.4425
H: 1.4249 -5.3260 0.5855
H: 0.8476 -2.3826 -3.2964
H: 2.0568 -1.7208 -5.3408
H: 2.2995 2.3143 -3.9255
H: 1.0946 1.6835 -1.8677
H: -1.3951 1.4061 -2.2911
H: -3.4001 2.6314 -1.5418
H: -4.0191 -0.1935 1.6169
H: -2.0574 -1.4941 0.8412

Q | DFT (ωB97M-V with the def2-TZVPD basis set) results for a molecular structure, C40H26F9MoN3O2PS.

Calculated values
- charge = +3
- 2S+1 = 1
- gap between HOMO and LUMO (eV) = 4.91

CARTESIAN COORDINATES (ANGSTROEM)
Mo: 0.8898 1.0009 -0.8831
O: 2.0059 0.8479 0.4131
C: 2.7362 1.4005 1.3647
C: 3.8275 0.7657 1.9556
C: 4.5884 1.4524 2.8900
C: 4.2299 2.7404 3.2903
C: 3.1497 3.3851 2.7197
C: 2.3927 2.7466 1.7200
C: 1.3428 3.4156 1.0455
N: 0.6182 2.8959 0.0769
N: -0.3463 3.6169 -0.4539
C: -1.0207 2.9834 -1.3744
O: -0.5501 1.7531 -1.6367
C: -2.1769 3.5353 -2.0046
C: -2.4906 4.9041 -1.8533
C: -3.6540 5.4000 -2.3992
C: -4.5245 4.5507 -3.0835
C: -4.2180 3.1972 -3.2373
C: -3.0485 2.6914 -2.7228
H: 4.0638 -0.2573 1.6942
H: 5.4526 0.9712 3.3218
H: 4.8050 3.2386 4.0531
H: 2.8850 4.3877 3.0275
H: 1.1147 4.4397 1.3346
H: -1.8108 5.5394 -1.3081
H: -3.8976 6.4462 -2.2911
H: -5.4449 4.9403 -3.4949
H: -4.9056 2.5483 -3.7542
H: -2.7986 1.6433 -2.8139
S: 2.8673 1.6229 -2.1706
C: 2.1407 0.6074 -3.3981
C: 2.6622 0.3529 -4.6549
C: 1.9420 -0.4858 -5.4944
C: 0.7261 -1.0065 -5.0525
C: 0.2899 -0.7045 -3.7750
N: 0.9910 0.0753 -2.9403
H: 3.5920 0.8149 -4.9496
H: 2.3207 -0.7238 -6.4764
H: 0.1234 -1.6353 -5.6915
H: -0.6424 -1.1012 -3.3971
F: -5.0690 -5.6842 0.3372
C: -4.0441 -5.7505 -0.5124
F: -4.5312 -5.8990 -1.7411
F: -3.3385 -6.8446 -0.2135
C: -3.1645 -4.5145 -0.3942
C: -2.7063 -4.1452 0.8662
C: -1.8687 -3.0562 1.0010
C: -1.4896 -2.3388 -0.1376
C: -1.9742 -2.6920 -1.3896
C: -2.8163 -3.7843 -1.5207
P: -0.2344 -1.0542 0.1550
C: -0.8944 -0.1246 1.5712
C: -2.2374 0.2618 1.4567
C: -2.8336 1.0315 2.4376
C: -2.0831 1.4193 3.5419
C: -0.7506 1.0317 3.6733
C: -0.1447 0.2778 2.6815
C: -2.6570 2.3612 4.5900
F: -1.9922 3.5316 4.4970
F: -3.9436 2.6101 4.3924
F: -2.4888 1.8995 5.8227
C: 1.2755 -1.9937 0.5280
C: 1.5633 -2.5916 1.7509
C: 2.7847 -3.2211 1.9311
C: 3.6975 -3.2840 0.8846
C: 3.3910 -2.7574 -0.3664
C: 2.1805 -2.1108 -0.5361
C: 5.0852 -3.8226 1.1836
F: 5.0517 -4.8899 1.9662
F: 5.7568 -2.8534 1.8446
F: 5.7738 -4.0989 0.0845
H: -3.0042 -4.7131 1.7360
H: -1.5214 -2.7663 1.9826
H: -1.7100 -2.1216 -2.2648
H: -3.1936 -4.0701 -2.4915
H: -2.8214 -0.0735 0.6078
H: -3.8697 1.3246 2.3429
H: -0.2026 1.3111 4.5625
H: 0.8927 -0.0222 2.7918
H: 0.8605 -2.5530 2.5693
H: 3.0380 -3.6573 2.8874
H: 4.0922 -2.8426 -1.1860
H: 1.9133 -1.7260 -1.5196

Most stable structure: P

P | DFT (ωB97M-V with the def2-TZVPD basis set) results for C8H9N5 in the gas phase.

Calculated values
- SMILES string = CN=C(n1ccnc1)n1ccnc1
- 2S+1 = 1
- gap between HOMO and LUMO (eV) = 9.70

CARTESIAN COORDINATES (ANGSTROEM)
C: -0.4569 -2.6318 1.4705
C: -0.3533 -0.6787 0.2074
C: 1.8993 0.3424 -0.2524
C: 2.9694 0.4902 0.5208
C: 1.3840 -0.1321 1.8234
C: -1.9992 -0.0394 -1.5957
C: -2.3984 1.0604 -2.1969
C: -0.8895 1.6128 -0.7337
H: -1.0525 -3.4814 1.2118
H: 0.6069 -2.8208 1.5006
H: -0.7548 -2.1790 2.3814
H: 1.7024 0.5721 -1.3360
H: 3.8899 0.9194 0.2428
H: 0.6704 -0.3834 2.6879
H: -2.3681 -1.0404 -1.6545
H: -3.1604 1.1676 -2.9908
H: -0.2892 2.2362 -0.0708
N: -0.9436 -1.7716 0.3618
N: 0.8934 -0.1380 0.5526
N: 2.6420 0.2123 1.8507
N: -1.0082 0.2938 -0.6864
N: -1.6089 2.0988 -1.7119

Q | DFT (ωB97M-V with the def2-TZVPD basis set) results for C8H9N5 in the gas phase.

Calculated values
- SMILES string = Nc1ccc2nc(N)nc(N)c2c1
- 2S+1 = 1
- gap between HOMO and LUMO (eV) = 7.76

CARTESIAN COORDINATES (ANGSTROEM)
C: -0.0612 1.1372 -2.0603
C: 1.2153 1.5183 -1.6713
C: 1.6279 1.0511 -0.5099
C: 0.8692 0.1965 0.2411
C: 0.7722 -0.9475 2.2649
C: -0.9370 -1.1620 0.7379
C: -0.3511 -0.2593 -0.1122
C: -0.8223 0.1526 -1.4451
H: -0.3110 2.6334 -3.3659
H: -1.6003 1.3381 -3.2586
H: 1.7351 2.2611 -2.2004
H: 2.4799 1.4437 0.0557
H: 0.7189 -1.7524 4.0968
H: 1.9899 -0.6840 3.9274
H: -2.5635 -1.4850 -0.3550
H: -2.4577 -2.3973 1.1959
H: -1.8266 -0.1946 -1.7768
N: -0.6173 1.6493 -3.1728
N: 1.4798 -0.1312 1.4380
N: 1.2150 -1.1504 3.5279
N: -0.3869 -1.5210 1.8797
N: -2.1686 -1.6966 0.5630

Most stable structure: Q